CH3O2S | ωB97M-V/def2-TZVPD

Geometry (Å):
S (-0.9466, 0.1708, -1.8272)
H (-1.5030, 1.3157, -1.4044)
O (0.6607, -0.4373, 2.3889)
C (0.4689, -0.4216, 1.1942)
O (1.1014, 0.3872, 0.3753)
H (-0.2622, -1.0734, 0.6974)
H (0.6064, 0.5296, -0.5130)

Results
F_max   1.00 eV/A
Energy relative to the best compared isomer or geometry (same formula, charge and spin)   2.0 kcal/mol
Multiplicity   1
Net charge   -1
E_LUMO   4.2 eV
Electronic energy   -588.6394 a.u.
Orbital gap   7.75 eV



C7H14N3 | ωB97M-V/def2-TZVPD

Geometry (Å):
C (-1.7701, 1.2778, -1.3811)
C (-0.1733, 0.0179, -0.1340)
C (1.0449, -2.0094, 0.3469)
C (1.0036, -0.0451, 1.9071)
C (2.2177, 0.1444, -0.3662)
C (-2.4366, -0.0213, 0.5112)
C (1.0236, -0.4905, 0.4200)
N (0.2810, 1.9696, -2.5111)
N (-0.8970, 1.8196, -2.2825)
N (-1.3473, 0.4154, -0.3601)
H (-2.7222, 1.5547, -1.5159)
H (0.8730, -2.4112, -0.6762)
H (2.0514, -2.2557, 0.5560)
H (0.3923, -2.6775, 0.9272)
H (0.5213, -0.8114, 2.5617)
H (2.0281, -0.0879, 2.2314)
H (0.5937, 0.8642, 2.1265)
H (1.8553, 1.1928, -0.3197)
H (3.2108, -0.0089, 0.0119)
H (2.1375, -0.1169, -1.4080)
H (-2.1845, -0.7974, 1.2267)
H (-2.9264, 0.7629, 1.2154)
H (-3.2234, -0.5066, -0.0249)
H (-1.5536, 2.2204, -3.0623)

Results
F_max   4.59 eV/A
Energy relative to the best compared isomer or geometry (same formula, charge and spin)   69.4 kcal/mol
Multiplicity   3
Net charge   +1
E_LUMO (spin up / spin down)   -4.2 / -5.5 eV
Electronic energy   -438.8587 a.u.
Orbital gap (spin up / spin down)   8.55 / 6.85 eV



C4H11NO2 | ωB97M-V/def2-TZVPD

Geometry (Å):
C (2.6853, 0.0565, 0.9202)
C (1.7735, 0.7934, 0.2995)
O (0.5903, 1.1224, 0.9201)
C (1.9430, 1.3563, -1.0785)
H (3.6334, -0.1442, 0.4384)
H (2.4701, -0.3027, 1.9171)
H (-0.1152, 0.5530, 0.5389)
H (2.9626, 1.2177, -1.4234)
H (1.2651, 0.8680, -1.7862)
H (1.6818, 2.4113, -1.1008)
N (-1.1975, -0.8158, -0.1531)
C (-2.5922, -0.6419, 0.1923)
O (-3.3042, -1.8400, -0.0659)
H (-0.8571, -1.6581, 0.3027)
H (-1.1474, -0.9944, -1.1518)
H (-2.6588, -0.3652, 1.2483)
H (-2.9779, 0.1872, -0.4049)
H (-4.1548, -1.8035, 0.3870)

Results
F_max   0.49 eV/A
Energy relative to the best compared isomer or geometry (same formula, charge and spin)   35.3 kcal/mol
Multiplicity   1
Net charge   0
E_LUMO   0.7 eV
Electronic energy   -364.2120 a.u.
SMILES   C=C(C)O.NCO
Orbital gap   9.52 eV



C15H21FN2O | ωB97M-V/def2-TZVPD

Geometry (Å):
O (-0.2120, 2.4127, -1.0855)
C (-0.8365, 1.5640, -0.6853)
N (-0.3984, 0.4995, -0.1707)
H (-1.1359, -0.1668, 0.3941)
C (0.8832, -0.0893, -0.2090)
C (0.9935, -1.4122, -0.5702)
H (0.1993, -2.0974, -0.0007)
H (0.8316, -1.2728, -1.8183)
C (2.3554, -1.9481, -0.4711)
H (2.3911, -3.0421, -0.7687)
C (3.5451, -1.1015, -1.0293)
C (3.8685, 0.2018, -0.6638)
H (3.3529, 0.6664, -1.1452)
H (5.0070, 0.3926, -0.8831)
C (3.9298, 0.2827, 0.8321)
H (3.9873, -0.6944, 1.5885)
C (2.7308, 0.8539, 1.5404)
C (1.3300, 0.2097, 1.4656)
H (0.7284, 0.9588, 1.8663)
H (1.4102, -0.6564, 2.0023)
H (2.8188, 1.2371, 2.4540)
H (2.4727, 2.0648, 1.1205)
H (4.7920, 1.0252, 1.3052)
H (4.4035, -1.9031, -0.7119)
H (3.4269, -1.0871, -2.3674)
H (2.6735, -2.0282, 0.6854)
H (1.3495, 0.6405, -0.7034)
N (-2.3225, 1.9558, -0.6613)
C (-3.4943, 0.8933, -0.2545)
C (-4.5540, 1.4153, 0.2525)
C (-5.6596, 0.7519, 0.3997)
C (-5.6100, -0.7351, 0.0399)
C (-4.4104, -1.2131, -0.3809)
C (-3.3859, -0.5590, -0.6963)
H (-2.5270, -0.9084, -1.1583)
H (-4.3684, -2.1024, -0.6003)
F (-6.6027, -1.5074, 0.2644)
H (-6.5788, 1.0602, 1.1414)
H (-4.6635, 2.5554, 0.4107)
H (-2.7214, 2.8830, -0.7276)

Results
F_max   19.04 eV/A
Energy relative to the best compared isomer or geometry (same formula, charge and spin)   308.6 kcal/mol
Multiplicity   1
Net charge   0
E_LUMO   0.6 eV
Electronic energy   -868.3379 a.u.
Orbital gap   8.64 eV



C18H12N4O6PdS4 | ωB97M-V/def2-TZVPD

Geometry (Å):
Pd (-0.9341, -0.0335, -0.4662)
S (-0.5402, 1.0742, 1.5074)
C (-1.2840, 2.6199, 1.3099)
C (-1.2137, 3.5880, 2.3157)
C (-1.8182, 4.8298, 2.1724)
C (-1.7241, 5.7901, 3.2317)
N (-1.6536, 6.5551, 4.0894)
C (-2.5177, 5.1314, 0.9887)
C (-2.5910, 4.1727, -0.0166)
C (-1.9912, 2.9263, 0.1278)
S (-2.1376, 1.7312, -1.1274)
C (-3.1534, 6.4000, 0.8045)
N (-3.6740, 7.4134, 0.6339)
H (-0.6746, 3.3615, 3.2269)
H (-3.1265, 4.3989, -0.9301)
O (1.6552, -0.4131, -1.3279)
S (2.8723, -1.1927, -1.1116)
O (4.0816, -0.3800, -1.1050)
O (2.9936, -2.3735, -1.9466)
C (2.6902, -1.7296, 0.6189)
C (3.6782, -1.2506, 1.4781)
C (3.6516, -1.5042, 2.8377)
C (2.6175, -2.2582, 3.3698)
C (1.6308, -2.7413, 2.5299)
C (1.6418, -2.4846, 1.1576)
S (0.1583, -3.1339, 0.3359)
O (-0.1545, -4.3425, 1.0789)
O (-0.8597, -2.0818, 0.5827)
O (0.4179, -3.3398, -1.0706)
H (4.4702, -0.6633, 1.0361)
H (4.4325, -1.1075, 3.4766)
H (2.5706, -2.4654, 4.4327)
H (0.8180, -3.3329, 2.9260)
C (0.8122, -1.0985, -3.4110)
C (-0.5403, -1.5945, -3.0743)
N (-1.3445, -1.1761, -2.1216)
C (-2.4530, -1.9948, -2.1209)
C (-2.3263, -2.9166, -3.1036)
N (-1.1171, -2.6398, -3.7088)
H (1.5561, -1.6704, -2.8483)
H (0.9164, -0.0597, -3.1098)
H (0.9929, -1.2019, -4.4839)
H (-3.2286, -1.8719, -1.3869)
H (-2.9500, -3.7391, -3.4017)
H (-0.6500, -3.2010, -4.3962)

Results
F_max   1.97 eV/A
Energy relative to the best compared isomer or geometry (same formula, charge and spin)   4.2 kcal/mol
Multiplicity   1
Net charge   -2
E_LUMO   4.6 eV
Electronic energy   -3084.4008 a.u.
Orbital gap   6.96 eV



H14O6S2 | ωB97M-V/def2-TZVPD

Geometry (Å):
S (2.6913, -0.7216, 0.2858)
S (3.9780, 0.4182, -0.7961)
H (1.6619, -0.7673, -0.6098)
H (4.8473, -0.5994, -0.9630)
H (-1.8807, 1.0546, 0.1449)
H (-3.0149, 1.5430, 0.9883)
O (-2.7165, 0.7484, 0.5305)
H (-2.4364, -1.0156, 0.8820)
H (-2.8547, -2.5268, 0.8094)
O (-2.1464, -1.9062, 0.6302)
H (0.4726, 0.4788, -3.0690)
H (-0.0257, -0.7241, -2.3450)
O (0.5033, 0.0510, -2.2099)
H (-0.7645, -3.0304, -2.1504)
H (-1.2935, -2.2186, -0.8479)
O (-0.8683, -2.1777, -1.7271)
H (0.4576, 0.9752, -0.6004)
H (0.7311, 2.0616, 0.5129)
O (0.1149, 1.3866, 0.2105)
H (1.4926, 1.8894, 3.2598)
H (0.1100, 2.4106, 3.7335)
O (0.9410, 2.6702, 3.3310)

Results
F_max   1.95 eV/A
Energy relative to the best compared isomer or geometry (same formula, charge and spin)   0.0 kcal/mol
Multiplicity   2
Net charge   +1
E_LUMO (spin up / spin down)   -5.0 / -9.0 eV
Electronic energy   -1255.8856 a.u.
Orbital gap (spin up / spin down)   9.10 / 5.11 eV



CH6OS2 | ωB97M-V/def2-TZVPD

Geometry (Å):
S (-0.8781, -2.5327, -0.3143)
S (-2.2460, -1.5190, 0.8787)
H (-0.1758, -3.0001, 0.7100)
H (-1.4861, -0.8770, 1.7612)
C (0.9306, 1.5350, -0.7761)
O (0.5695, 0.3252, -0.0325)
H (1.8721, 1.2986, -1.2603)
H (1.3101, 2.3088, -0.0719)
H (0.0999, 1.8196, -1.5108)
H (0.0038, 0.6417, 0.6159)

Results
F_max   3.03 eV/A
Energy relative to the best compared isomer or geometry (same formula, charge and spin)   26.7 kcal/mol
Multiplicity   1
Net charge   0
E_LUMO   0.3 eV
Electronic energy   -913.2599 a.u.
SMILES   CO.SS
Orbital gap   9.04 eV



C4H9FN | ωB97M-V/def2-TZVPD

Geometry (Å):
C (-1.1758, 0.2229, -0.8491)
C (-1.7586, 0.1957, 0.4892)
C (-0.4412, -0.4401, 0.2210)
C (0.9087, 0.0474, 0.7965)
N (1.8757, -0.1430, -0.3942)
F (-0.4874, -1.7972, 0.0450)
H (-1.5553, -0.4766, -1.6189)
H (-1.0112, 1.2443, -1.1736)
H (-1.7967, 1.3068, 0.7636)
H (-2.6867, -0.3570, 0.6395)
H (1.1934, -0.6055, 1.5807)
H (0.8009, 1.1441, 1.2448)
H (2.1723, -1.0920, -0.3749)
H (2.6262, 0.5466, -0.0801)
H (1.3358, 0.2037, -1.2893)

Results
F_max   4.63 eV/A
Energy relative to the best compared isomer or geometry (same formula, charge and spin)   46.3 kcal/mol
Multiplicity   1
Net charge   +1
E_LUMO   -3.9 eV
Electronic energy   -312.1028 a.u.
SMILES   [NH3+]CC1(F)CC1
Orbital gap   11.34 eV



Repeat the fifth record exactly.
C18H12N4O6PdS4 | ωB97M-V/def2-TZVPD

Geometry (Å):
Pd (-0.9341, -0.0335, -0.4662)
S (-0.5402, 1.0742, 1.5074)
C (-1.2840, 2.6199, 1.3099)
C (-1.2137, 3.5880, 2.3157)
C (-1.8182, 4.8298, 2.1724)
C (-1.7241, 5.7901, 3.2317)
N (-1.6536, 6.5551, 4.0894)
C (-2.5177, 5.1314, 0.9887)
C (-2.5910, 4.1727, -0.0166)
C (-1.9912, 2.9263, 0.1278)
S (-2.1376, 1.7312, -1.1274)
C (-3.1534, 6.4000, 0.8045)
N (-3.6740, 7.4134, 0.6339)
H (-0.6746, 3.3615, 3.2269)
H (-3.1265, 4.3989, -0.9301)
O (1.6552, -0.4131, -1.3279)
S (2.8723, -1.1927, -1.1116)
O (4.0816, -0.3800, -1.1050)
O (2.9936, -2.3735, -1.9466)
C (2.6902, -1.7296, 0.6189)
C (3.6782, -1.2506, 1.4781)
C (3.6516, -1.5042, 2.8377)
C (2.6175, -2.2582, 3.3698)
C (1.6308, -2.7413, 2.5299)
C (1.6418, -2.4846, 1.1576)
S (0.1583, -3.1339, 0.3359)
O (-0.1545, -4.3425, 1.0789)
O (-0.8597, -2.0818, 0.5827)
O (0.4179, -3.3398, -1.0706)
H (4.4702, -0.6633, 1.0361)
H (4.4325, -1.1075, 3.4766)
H (2.5706, -2.4654, 4.4327)
H (0.8180, -3.3329, 2.9260)
C (0.8122, -1.0985, -3.4110)
C (-0.5403, -1.5945, -3.0743)
N (-1.3445, -1.1761, -2.1216)
C (-2.4530, -1.9948, -2.1209)
C (-2.3263, -2.9166, -3.1036)
N (-1.1171, -2.6398, -3.7088)
H (1.5561, -1.6704, -2.8483)
H (0.9164, -0.0597, -3.1098)
H (0.9929, -1.2019, -4.4839)
H (-3.2286, -1.8719, -1.3869)
H (-2.9500, -3.7391, -3.4017)
H (-0.6500, -3.2010, -4.3962)

Results
F_max   1.97 eV/A
Energy relative to the best compared isomer or geometry (same formula, charge and spin)   4.2 kcal/mol
Multiplicity   1
Net charge   -2
E_LUMO   4.6 eV
Electronic energy   -3084.4008 a.u.
Orbital gap   6.96 eV